(1)
{
  "formula": "C4H6ClFN2",
  "method": "ωB97M-V with the def2-TZVPD basis set",
  "smiles": "C=N/N=C(\\C)[C@H](F)Cl",
  "largest_force_ev_per_a": 6.05,
  "e_tot_ha": -825.423797,
  "relative_energy_kj_mol": 390.9,
  "charge": 0,
  "homo_energy_ha": -0.3439,
  "gap_ev": 10.0108,
  "lumo_energy_ev": 0.7,
  "species": ["Cl", "F", "N", "N", "C", "C", "C", "C", "H", "H", "H", "H", "H", "H"],
  "coordinates": [[-2.701, -0.303, 0.961], [-2.182, 1.955, -0.199], [0.498, 0.828, 0.065], [1.652, 0.309, 0.018], [-0.236, -1.270, -0.601], [-2.014, 0.700, -0.242], [2.478, 0.607, 0.997], [-0.459, 0.108, -0.166], [-1.102, -1.738, -1.119], [0.376, -1.982, 0.250], [3.422, 0.298, 0.659], [-2.456, 0.415, -1.145], [0.374, -0.898, -1.597], [2.348, 0.972, 2.119]],
  "forces_ev_per_angstrom": [[-1.7, -0.4, 2.0], [-0.1, 4.0, 1.5], [-2.5, 4.0, 1.5], [5.5, 1.0, 2.2], [1.7, -1.5, -1.6], [4.3, -4.1, -1.0], [-1.2, -1.0, -0.1], [-5.0, -0.2, -1.1], [0.4, 0.0, 1.2], [-1.8, 2.0, -3.0], [1.6, -0.4, 0.6], [-0.4, -1.1, -1.6], [-0.4, -1.9, 2.4], [-0.4, -0.4, -2.8]]
}

---

(2)
{
  "formula": "C4H6ClFO",
  "method": "ωB97M-V with the def2-TZVPD basis set",
  "smiles": "OC[C@@]1(F)C[C@@H]1Cl",
  "largest_force_ev_per_a": 1.95,
  "e_tot_ha": -791.255990,
  "relative_energy_kj_mol": 64.6,
  "charge": 0,
  "homo_energy_ha": -0.3744,
  "gap_ev": 11.0212,
  "lumo_energy_ev": 0.8,
  "species": ["Cl", "F", "O", "C", "C", "C", "C", "H", "H", "H", "H", "H", "H"],
  "coordinates": [[-2.240, -0.188, -0.215], [0.235, -1.319, 0.495], [2.831, -0.041, 0.024], [-0.770, 0.763, -0.313], [-0.009, 1.015, 0.990], [1.698, 0.118, -0.847], [0.451, -0.028, 0.036], [-0.766, 1.573, -1.017], [2.425, -0.586, 0.742], [0.574, 1.927, 1.044], [-0.462, 0.798, 1.983], [1.731, 1.100, -1.269], [1.605, -0.627, -1.675]],
  "forces_ev_per_angstrom": [[-0.3, 0.4, -0.2], [0.4, 0.4, -0.6], [-1.0, -0.9, 0.1], [-0.2, -0.6, 1.4], [-0.2, 0.5, 0.6], [-0.7, -1.1, 1.4], [0.2, 0.3, -0.7], [0.0, -0.2, -0.5], [1.2, 0.5, -0.6], [0.0, 0.0, -0.2], [0.3, -0.4, -1.1], [0.0, 0.7, -0.3], [0.4, 0.3, 0.6]]
}

---

(3)
{
  "formula": "C4H6ClI",
  "method": "ωB97M-V with the def2-TZVPD basis set",
  "smiles": "C=C(I)CCCl",
  "largest_force_ev_per_a": 3.31,
  "e_tot_ha": -913.848185,
  "relative_energy_kj_mol": 0.0,
  "charge": 0,
  "homo_energy_ha": -0.3427,
  "gap_ev": 9.8320,
  "lumo_energy_ev": 0.5,
  "species": ["I", "Cl", "C", "C", "C", "C", "H", "H", "H", "H", "H", "H"],
  "coordinates": [[0.830, 2.061, -1.428], [-1.462, 0.707, 2.773], [0.613, 0.095, -0.781], [-1.108, 0.417, 0.988], [0.242, -0.150, 0.651], [0.896, -0.901, -1.610], [-1.046, 1.415, 0.448], [0.979, 0.404, 1.264], [0.139, -1.094, 1.054], [1.299, -0.938, -2.667], [-1.871, -0.173, 0.557], [0.489, -1.843, -1.248]],
  "forces_ev_per_angstrom": [[0.2, 0.3, 0.1], [0.4, -0.4, -1.4], [0.6, -1.0, -0.6], [0.6, 3.2, -0.5], [0.0, 2.7, 1.1], [-0.6, -0.8, -1.0], [-1.0, -0.8, 1.2], [-0.2, -0.3, -0.2], [0.9, -2.7, -0.1], [-0.6, 0.7, 1.5], [-1.0, -0.5, -0.1], [0.7, -0.3, 0.0]]
}

---

(4)
{
  "formula": "C4H6ClN2O",
  "method": "ωB97M-V with the def2-TZVPD basis set",
  "smiles": "CC1=NC=[NH+][C@H](Cl)O1",
  "largest_force_ev_per_a": 2.72,
  "e_tot_ha": -800.662226,
  "relative_energy_kj_mol": 117.7,
  "charge": 1,
  "homo_energy_ha": -0.5684,
  "gap_ev": 10.1959,
  "lumo_energy_ev": -5.3,
  "species": ["Cl", "O", "N", "N", "C", "C", "C", "C", "H", "H", "H", "H", "H", "H"],
  "coordinates": [[2.787, -0.702, -0.111], [0.269, -0.867, 0.694], [1.168, 1.358, 0.183], [-0.504, 0.371, -1.094], [0.334, 1.308, -0.905], [1.581, 0.166, 0.807], [-1.966, -1.333, -0.119], [-0.659, -0.568, -0.110], [-2.350, -1.096, -1.132], [1.567, 2.210, 0.601], [1.819, 0.370, 1.929], [-2.652, -0.956, 0.668], [0.501, 2.174, -1.540], [-1.896, -2.433, 0.129]],
  "forces_ev_per_angstrom": [[-0.1, 0.1, 0.6], [1.5, 1.2, 1.5], [0.0, -0.2, 0.7], [-1.0, -0.9, 0.1], [1.9, 1.5, 1.2], [-1.2, -0.5, 0.5], [0.2, -0.1, 0.0], [-0.3, -0.2, -1.1], [-0.2, -0.6, 0.8], [-0.5, -0.4, -0.8], [-0.5, -1.1, -2.1], [0.4, 0.2, -0.5], [-0.7, -0.2, -0.4], [0.4, 1.2, -0.6]]
}

---

(5)
{
  "formula": "C4H6ClN2OS",
  "method": "ωB97M-V with the def2-TZVPD basis set",
  "largest_force_ev_per_a": 7.24,
  "e_tot_ha": -1198.757076,
  "relative_energy_kj_mol": 245.9,
  "charge": 1,
  "homo_energy_ha": -0.5307,
  "gap_ev": 9.4831,
  "lumo_energy_ev": -5.0,
  "species": ["Cl", "S", "O", "N", "N", "C", "C", "C", "C", "H", "H", "H", "H", "H", "H"],
  "coordinates": [[-0.255, -2.058, 3.192], [0.083, -0.082, 2.975], [1.862, 0.330, 3.382], [-0.383, 0.184, -0.935], [0.288, -0.039, 1.157], [-1.230, 0.106, -2.087], [1.421, 0.235, 0.373], [0.990, 0.350, -0.889], [-0.752, -0.055, 0.284], [-1.188, 1.237, -2.551], [1.581, 0.522, -1.766], [-2.284, -0.179, -1.831], [2.397, 0.288, 0.886], [-0.800, -0.659, -2.896], [-1.732, -0.181, 0.705]],
  "forces_ev_per_angstrom": [[0.3, 0.6, 0.0], [7.1, 1.3, -0.1], [-6.9, -1.8, -1.6], [0.9, -0.9, 0.9], [-0.5, 0.3, -0.9], [-0.1, 1.6, -3.7], [0.6, -0.3, 2.2], [0.7, 0.2, -0.9], [-0.8, -0.2, 3.0], [-0.4, -3.0, 0.8], [0.0, 0.1, -0.3], [1.2, 0.4, -0.1], [-0.7, 0.1, -0.7], [-0.9, 1.7, 1.9], [-0.5, -0.1, -0.6]]
}

---

(6)
{
  "formula": "C4H6ClNO",
  "method": "ωB97M-V with the def2-TZVPD basis set",
  "smiles": "N=C=CO.C=CCl",
  "largest_force_ev_per_a": 6.98,
  "e_tot_ha": -746.077209,
  "relative_energy_kj_mol": 394.0,
  "charge": 0,
  "homo_energy_ha": -0.2980,
  "gap_ev": 8.6707,
  "lumo_energy_ev": 0.6,
  "species": ["Cl", "O", "N", "C", "C", "C", "C", "H", "H", "H", "H", "H", "H"],
  "coordinates": [[-2.637, 0.148, -1.748], [-0.220, 0.776, 2.777], [0.839, -1.896, 0.886], [-0.152, 1.150, -1.315], [0.191, -1.226, 1.700], [-0.526, -0.423, 2.500], [-1.347, 0.939, -0.857], [0.442, 1.792, -0.736], [0.528, -1.809, -0.026], [-1.246, -0.902, 3.173], [-1.704, 1.229, 0.143], [0.496, 1.023, 2.189], [-0.018, 0.981, -2.312]],
  "forces_ev_per_angstrom": [[0.5, 0.1, 0.1], [1.3, 5.3, 0.9], [0.7, 0.2, 3.0], [-0.9, 0.7, 0.9], [-0.7, 0.5, 0.0], [-0.6, -6.9, -1.0], [-2.2, -0.5, 1.5], [1.2, 0.4, 0.5], [-1.0, 0.1, -2.5], [0.0, 0.3, -0.5], [0.3, -0.2, -0.5], [0.2, 0.6, 0.1], [1.1, -0.6, -2.4]]
}

---

(7)
{
  "formula": "C4H6ClNO",
  "method": "ωB97M-V with the def2-TZVPD basis set",
  "largest_force_ev_per_a": 5.03,
  "e_tot_ha": -746.046517,
  "relative_energy_kj_mol": 474.5,
  "charge": 0,
  "homo_energy_ha": [-0.2889, -0.2889],
  "gap_ev": [7.8162, 7.8192],
  "lumo_energy_ev": [0.0, 0.0],
  "species": ["Cl", "O", "N", "C", "C", "C", "C", "H", "H", "H", "H", "H", "H"],
  "coordinates": [[0.605, -1.879, 0.924], [1.943, 1.014, -1.795], [2.527, -0.155, 1.417], [1.911, 0.744, 0.675], [1.804, 0.620, -0.688], [0.305, -1.173, -0.602], [-0.978, -0.571, -0.842], [1.225, 1.398, 1.262], [0.976, -1.778, -1.323], [-1.028, -0.231, -2.000], [2.453, 0.027, 2.409], [-1.061, 0.405, -0.309], [-1.819, -1.191, -0.431]],
  "forces_ev_per_angstrom": [[-0.6, -0.5, 0.3], [0.4, -0.2, 1.4], [0.5, 0.9, -1.8], [0.8, -0.6, 4.6], [-2.2, -1.4, -3.0], [5.0, -0.5, -0.3], [-1.8, 2.1, -2.1], [0.2, 0.2, -1.3], [-1.9, 1.2, 0.7], [-0.3, -1.2, 2.6], [-0.4, 0.2, 0.1], [0.0, -0.6, -0.1], [0.5, 0.4, -1.0]]
}

---

(8)
{
  "formula": "C4H6ClNO",
  "method": "ωB97M-V with the def2-TZVPD basis set",
  "smiles": "C[C@@H]1CN=C(Cl)O1",
  "largest_force_ev_per_a": 4.46,
  "e_tot_ha": -746.137682,
  "relative_energy_kj_mol": 235.2,
  "charge": 0,
  "homo_energy_ha": -0.3657,
  "gap_ev": 10.7733,
  "lumo_energy_ev": 0.8,
  "species": ["Cl", "O", "N", "C", "C", "C", "C", "H", "H", "H", "H", "H", "H"],
  "coordinates": [[-0.077, -3.388, 1.230], [0.309, -1.251, -0.638], [-0.898, -0.907, 1.390], [-0.976, 0.354, 0.666], [-0.171, 0.080, -0.691], [1.074, 1.057, -0.642], [-0.282, -1.781, 0.804], [-0.795, 0.396, -1.565], [-0.580, 1.232, 1.179], [1.645, 1.137, 0.306], [0.981, 1.973, -1.135], [1.848, 0.534, -1.341], [-2.077, 0.566, 0.436]],
  "forces_ev_per_angstrom": [[0.4, -0.1, -0.4], [-1.8, -1.4, 2.6], [-0.6, 1.1, 1.3], [-1.4, -0.7, -1.9], [1.1, 2.5, 1.8], [2.1, -3.6, -1.5], [1.1, 1.6, -3.7], [0.5, -1.1, 0.4], [0.0, -0.4, 0.3], [-0.9, 0.0, -0.2], [-0.8, 1.7, -0.3], [-1.1, 0.7, 1.1], [1.4, -0.3, 0.5]]
}

---

(9)
{
  "formula": "C4H6ClNO",
  "method": "ωB97M-V with the def2-TZVPD basis set",
  "smiles": "C[C@]1(Cl)NCC1=O",
  "largest_force_ev_per_a": 2.29,
  "e_tot_ha": -746.152297,
  "relative_energy_kj_mol": 196.8,
  "charge": 0,
  "homo_energy_ha": -0.3491,
  "gap_ev": 10.3694,
  "lumo_energy_ev": 0.9,
  "species": ["Cl", "O", "N", "C", "C", "C", "C", "H", "H", "H", "H", "H", "H"],
  "coordinates": [[1.840, -0.897, 0.402], [0.730, 2.100, -0.981], [-0.576, -0.182, 0.896], [0.409, 1.288, -0.181], [0.322, -0.344, -0.240], [-0.189, 1.204, 1.231], [-0.272, -1.189, -1.383], [0.008, -2.266, -1.357], [-0.564, -0.962, 1.575], [-0.979, 1.857, 1.661], [-0.165, -0.744, -2.321], [-1.320, -1.115, -1.217], [0.757, 1.248, 1.915]],
  "forces_ev_per_angstrom": [[1.9, -0.8, -0.1], [0.0, 0.0, 0.5], [-0.8, -0.4, 0.2], [-0.7, -1.1, -1.0], [-1.5, 1.2, 0.4], [1.7, -0.5, 1.5], [0.4, -0.4, 1.7], [0.1, 0.9, -0.1], [0.1, 1.1, -0.3], [0.5, -0.3, -0.7], [0.9, 0.5, -1.6], [-1.0, -0.2, 0.3], [-1.5, 0.0, -0.8]]
}